*one*
{"formula": "C4H5FN2", "method": "wB97M-V/def2-TZVPD", "symbols": ["C", "C", "C", "C", "H", "H", "H", "H", "H", "N", "N", "F"], "positions_angstrom": [[2.4187, -0.4268, -0.0289], [0.5172, 1.1545, 0.0924], [-1.0948, -0.0737, -0.0273], [-0.0764, -0.9529, 0.0301], [2.6624, -0.8387, 1.0040], [3.0531, 0.3934, -0.1951], [2.5772, -1.1442, -0.8331], [1.1771, 2.0176, -0.1103], [-0.1498, -2.0801, 0.1284], [1.0299, -0.0908, -0.0223], [-0.7881, 1.1905, -0.0193], [-2.4000, -0.4725, -0.0112]], "lowdin_charge": [-0.033, -0.170, -0.417, 0.004, 0.119, 0.067, 0.095, 0.140, 0.150, -0.148, 0.146, 0.047], "lumo_ev": 0.743, "homo_lumo_gap_ev": 9.68}



*two*
{"formula": "C4H5FN2", "method": "wB97M-V/def2-TZVPD", "symbols": ["C", "C", "C", "C", "N", "N", "F", "H", "H", "H", "H", "H"], "positions_angstrom": [[0.6131, 0.8424, -0.7808], [0.8865, 0.8028, 0.6887], [0.5965, -0.5443, -0.0742], [-0.7242, -1.2098, 0.0805], [-3.0001, -0.0136, 0.0717], [-1.9557, -0.5863, 0.0329], [-0.7330, -2.4810, 0.3991], [-0.4011, 1.2180, -0.9379], [1.3463, 1.2348, -1.4570], [1.8909, 0.8966, 1.0312], [0.0763, 1.0342, 1.2604], [1.4045, -1.1939, -0.3146]], "lowdin_charge": [-0.112, -0.088, -0.171, -0.304, 0.157, -0.037, 0.086, 0.092, 0.094, 0.094, 0.066, 0.122], "lumo_ev": 0.403, "homo_lumo_gap_ev": 8.09}



Which structure wins on stability? *one* wins.



*one*
{"formula": "C2H3NOS", "method": "wB97M-V/def2-TZVPD", "symbols": ["O", "C", "N", "C", "S", "H", "H", "H"], "positions_angstrom": [[2.3355, -0.3600, -0.2855], [1.1892, -0.7210, 0.0795], [0.0864, 0.2156, -0.0123], [-1.3261, 0.5059, -0.1554], [-2.3969, -0.5991, -0.1396], [0.6252, -1.7189, 0.2926], [0.8535, 1.0696, 0.1163], [-1.3669, 1.6079, 0.1044]], "lowdin_charge": [0.004, -0.286, -0.079, -0.786, 0.721, 0.150, 0.189, 0.087], "lumo_ev": -0.646, "smiles": "O=CNC=S", "homo_lumo_gap_ev": 8.77}



*two*
{"formula": "C2H3NOS", "method": "wB97M-V/def2-TZVPD", "symbols": ["C", "N", "O", "C", "S", "H", "H", "H"], "positions_angstrom": [[0.2062, 1.3482, -0.1411], [-1.0935, 0.8543, -0.0800], [-1.1145, -0.3127, -0.5405], [0.0167, -0.9914, 0.0864], [1.5354, 0.0894, -0.2954], [0.5267, 2.2048, 0.2340], [-0.0300, -2.0813, -0.3356], [-0.0470, -1.1114, 1.0722]], "lowdin_charge": [-0.343, -0.066, -0.195, -0.386, 0.837, -0.001, 0.133, 0.021], "lumo_ev": 0.489, "smiles": "C1=NOCS1", "homo_lumo_gap_ev": 9.41}



*three*
{"formula": "C2H3NOS", "method": "wB97M-V/def2-TZVPD", "symbols": ["O", "C", "N", "C", "S", "H", "H", "H"], "positions_angstrom": [[-2.2880, -1.0213, -0.1650], [-1.2839, -0.3695, -0.1656], [0.2871, -0.7656, 0.0804], [0.7307, 0.5375, 0.1714], [-0.8561, 1.3515, -0.0461], [0.8576, -1.3718, -0.5061], [1.2114, 0.7657, 1.1897], [1.3412, 0.8734, -0.5587]], "lowdin_charge": [0.054, -0.635, -0.054, -0.577, 0.961, 0.111, 0.111, 0.029], "lumo_ev": 0.510, "smiles": "O=C1NCS1", "homo_lumo_gap_ev": 10.27}



Which structure wins on stability? *three* wins.



*one*
{"formula": "C6H12O", "method": "wB97M-V/def2-TZVPD", "symbols": ["C", "C", "O", "C", "C", "C", "C", "H", "H", "H", "H", "H", "H", "H", "H", "H", "H", "H", "H"], "positions_angstrom": [[-1.4559, 1.4090, 0.8824], [-0.3925, 0.4166, 0.4203], [0.5481, 0.5299, 1.5115], [-0.5495, -1.0973, 0.2956], [1.1154, -1.3636, -0.0926], [1.0333, -0.5040, -1.3763], [0.2356, 0.7563, -0.9400], [-1.7863, 1.1156, 1.8835], [-2.3162, 1.5903, 0.2292], [-0.8909, 2.3450, 1.0160], [0.6761, -0.3888, 1.8098], [-1.2205, -1.4407, 1.1258], [-1.1314, -1.3988, -0.6000], [1.9538, -0.8880, 0.4850], [1.4437, -2.4119, -0.1990], [0.4669, -1.1198, -2.0815], [1.9601, -0.1836, -1.8745], [-0.5347, 0.9821, -1.6915], [0.8450, 1.6517, -0.8037]], "lowdin_charge": [-0.024, -0.597, -0.077, -0.061, -0.117, -0.206, -0.133, 0.082, 0.081, 0.090, 0.079, 0.120, 0.111, 0.111, 0.094, 0.099, 0.109, 0.120, 0.118], "lumo_ev": 1.020, "smiles": "CC1(O)CCCC1", "homo_lumo_gap_ev": 10.76}



*two*
{"formula": "C6H12O", "method": "wB97M-V/def2-TZVPD", "symbols": ["C", "C", "C", "C", "O", "C", "C", "H", "H", "H", "H", "H", "H", "H", "H", "H", "H", "H", "H"], "positions_angstrom": [[-1.6379, -0.7145, -0.6872], [-0.9449, 0.2587, 0.2430], [-1.9445, 0.8317, 1.2233], [0.1875, -0.3739, 0.9800], [1.2034, -0.8294, 0.1210], [2.0148, 0.2485, 0.2252], [2.9835, 0.0958, -0.8611], [-2.4449, -0.2360, -1.2523], [-0.9076, -1.1306, -1.3837], [-2.0555, -1.5465, -0.1070], [-0.5627, 1.0876, -0.3629], [-2.3348, 0.0348, 1.8675], [-2.7808, 1.3061, 0.6997], [-1.4538, 1.5675, 1.8664], [-0.0910, -1.2443, 1.5793], [1.0058, 0.2490, 1.8498], [2.6567, -0.7218, -1.5204], [4.0312, 0.0184, -0.5730], [2.9616, 1.0318, -1.4364]], "lowdin_charge": [-0.071, -0.451, -0.081, -0.286, -0.088, -0.099, -0.108, 0.084, 0.076, 0.088, 0.139, 0.085, 0.082, 0.081, 0.116, 0.192, 0.079, 0.079, 0.083], "lumo_ev": 0.787, "homo_lumo_gap_ev": 9.06}



Which structure wins on stability? *one* wins.



*one*
{"formula": "C3H9NS", "method": "wB97M-V/def2-TZVPD", "symbols": ["C", "N", "H", "H", "H", "H", "C", "C", "S", "H", "H", "H", "H", "H"], "positions_angstrom": [[0.1203, 0.1651, -3.7979], [0.7404, 0.2633, -2.6780], [-0.7818, 0.6514, -4.1323], [0.5167, -0.5518, -4.5151], [1.5537, -0.3067, -2.4898], [0.2808, 0.7326, -1.8999], [-0.9229, -0.2817, 3.2415], [-0.4297, -0.7920, 1.8528], [0.2669, 0.4154, 0.6094], [-2.0269, -0.3234, 3.1677], [-0.6755, 0.7303, 3.6095], [-0.6658, -1.0454, 3.9874], [-1.2185, -1.4562, 1.5110], [0.4933, -1.3446, 2.0024]], "lowdin_charge": [0.102, 0.152, 0.106, 0.102, 0.133, -0.008, -0.198, -0.755, 0.171, 0.052, 0.058, 0.054, 0.034, -0.003], "lumo_ev": -1.835, "homo_lumo_gap_ev": 4.36}



*two*
{"formula": "C3H9NS", "method": "wB97M-V/def2-TZVPD", "symbols": ["C", "N", "C", "S", "C", "H", "H", "H", "H", "H", "H", "H", "H", "H"], "positions_angstrom": [[-1.4092, -0.9503, -1.8032], [-1.1505, -0.0260, -0.7176], [-0.2063, -0.4925, 0.2854], [1.5991, 0.0884, 0.3788], [1.9580, 1.4455, 1.5025], [-2.4721, -1.1919, -1.8482], [-0.9290, -0.6776, -2.7291], [-0.9416, -1.9383, -1.6556], [-1.9216, 0.2212, -0.1202], [-0.1610, -1.5720, 0.4810], [-0.5046, -0.0062, 1.2475], [1.0133, 1.9838, 1.5642], [2.7259, 2.0270, 0.9845], [2.3997, 1.0889, 2.4301]], "lowdin_charge": [-0.137, -0.156, -0.516, 0.735, -0.447, 0.081, 0.066, 0.073, 0.090, 0.068, 0.069, 0.028, 0.023, 0.023], "lumo_ev": 1.061, "smiles": "CNCSC", "homo_lumo_gap_ev": 9.44}



Which structure wins on stability? *two* wins.



*one*
{"formula": "C3H9NS", "method": "wB97M-V/def2-TZVPD", "symbols": ["N", "C", "C", "C", "S", "H", "H", "H", "H", "H", "H", "H", "H", "H"], "positions_angstrom": [[-0.3133, 1.3637, 0.2939], [0.1773, 0.6948, -0.8080], [-0.0761, -0.8946, -0.6149], [-0.1589, -1.2148, 0.8645], [1.2828, -0.8267, 1.6663], [-1.3150, 1.7026, 0.1524], [0.0782, 2.2779, 0.8996], [1.3419, 0.7713, -1.3109], [-0.3534, 0.7489, -1.7770], [0.6199, -1.2629, -1.5694], [-1.1530, -0.8304, -1.0358], [-0.5194, -2.3896, 0.7567], [-0.9080, -0.6269, 1.4470], [1.2970, 0.4868, 1.0357]], "lowdin_charge": [-0.131, -0.439, -0.311, -0.742, 0.689, 0.114, 0.180, 0.162, 0.083, 0.162, 0.103, 0.142, 0.058, -0.071], "lumo_ev": 0.778, "smiles": "NCCCS", "homo_lumo_gap_ev": 9.22}



*two*
{"formula": "C3H9NS", "method": "wB97M-V/def2-TZVPD", "symbols": ["C", "C", "N", "C", "S", "H", "H", "H", "H", "H", "H", "H", "H", "H"], "positions_angstrom": [[-0.3861, -0.5107, -2.1801], [0.0924, 0.1483, -0.9038], [1.4484, -0.2271, -0.6177], [-0.8784, -0.2119, 0.2612], [-0.2974, 0.5546, 1.8218], [-1.2073, -0.0077, -2.6894], [0.4261, -0.6557, -2.8856], [-0.7200, -1.5410, -2.0016], [0.0595, 1.2134, -0.9385], [1.9323, 0.2084, 0.1438], [1.7793, -1.1065, -0.9613], [-0.8217, -1.2833, 0.4279], [-1.8720, 0.1943, 0.0986], [0.5537, -0.3893, 2.2416]], "lowdin_charge": [-0.073, -0.544, 0.017, -0.513, 0.680, 0.079, 0.071, 0.079, 0.109, 0.049, 0.069, 0.067, 0.065, -0.155], "lumo_ev": 0.996, "smiles": "C[C@H](N)CS", "homo_lumo_gap_ev": 9.77}



Which structure wins on stability? *two* wins.



*one*
{"formula": "C3H9NS", "method": "wB97M-V/def2-TZVPD", "symbols": ["C", "C", "C", "N", "H", "H", "H", "H", "H", "H", "H", "S", "H", "H"], "positions_angstrom": [[-0.9870, -0.0229, 2.0769], [-1.6326, -0.8232, 0.9883], [-0.7974, -1.3665, 0.0475], [-1.2872, -1.9307, -1.1873], [-0.0598, -0.4698, 2.3472], [-1.0274, 1.0662, 1.9148], [-1.6298, -0.0782, 3.0505], [-2.6487, -0.9282, 0.8523], [0.2616, -1.4583, 0.2726], [-0.7182, -1.6647, -1.9688], [-2.2644, -1.6302, -1.4238], [2.1515, 1.8096, -0.9311], [1.5054, 0.6639, -0.7349], [1.6691, 2.3360, 0.2234]], "lowdin_charge": [-0.139, -0.174, -0.209, 0.003, 0.051, 0.067, 0.094, 0.064, 0.098, 0.052, 0.096, 0.478, -0.273, -0.210], "lumo_ev": 0.867, "smiles": "C/C=C/N.S", "homo_lumo_gap_ev": 9.00}



*two*
{"formula": "C3H9NS", "method": "wB97M-V/def2-TZVPD", "symbols": ["C", "C", "C", "S", "N", "H", "H", "H", "H", "H", "H", "H", "H", "H"], "positions_angstrom": [[0.9473, 0.1208, 0.2659], [0.1152, 0.0710, -1.0143], [-1.7056, 0.6556, -0.4513], [-2.2255, -0.3937, 0.7704], [1.5564, -1.1992, 0.4394], [0.2818, 0.2967, 1.1104], [1.8001, 0.8406, 0.2107], [0.4482, 0.5760, -1.9239], [-0.3004, -0.9151, -1.1586], [-0.7016, 1.1306, -0.6189], [-2.4829, 1.2974, -0.8415], [-1.8149, 0.2169, 1.8898], [2.4048, -1.2875, -0.0963], [1.6770, -1.4102, 1.4180]], "lowdin_charge": [-0.313, -0.107, -0.605, 0.683, -0.016, 0.074, 0.121, 0.103, 0.072, -0.006, 0.019, -0.159, 0.066, 0.066], "lumo_ev": 0.781, "homo_lumo_gap_ev": 8.47}



Which structure wins on stability? *one* wins.



*one*
{"formula": "C3H9NS", "method": "wB97M-V/def2-TZVPD", "symbols": ["C", "N", "C", "C", "S", "H", "H", "H", "H", "H", "H", "H", "H", "H"], "positions_angstrom": [[2.0600, -1.8086, 1.0892], [1.6933, -0.6949, 0.0426], [0.1876, -0.4010, 0.2484], [-0.1817, 0.8700, -0.4573], [-1.9289, 1.1587, -0.4528], [2.3227, -1.2685, 2.0684], [1.1423, -2.3866, 1.3866], [2.8593, -2.4197, 0.7182], [1.9379, -0.5861, -0.9933], [0.0322, -0.4953, 1.2301], [-0.1262, -1.1469, -0.4062], [0.3455, 1.0911, -1.3748], [0.2150, 1.4978, 0.3479], [-2.1148, 0.0778, -1.3116]], "lowdin_charge": [-0.104, -0.144, -0.327, -0.640, 0.702, 0.087, 0.070, 0.047, 0.118, 0.064, 0.078, 0.075, 0.074, -0.102], "lumo_ev": 0.984, "smiles": "CNCCS", "homo_lumo_gap_ev": 9.34}



*two*
{"formula": "C3H9NS", "method": "wB97M-V/def2-TZVPD", "symbols": ["C", "S", "C", "C", "N", "H", "H", "H", "H", "H", "H", "H", "H", "H"], "positions_angstrom": [[2.4737, -0.0997, 0.0816], [0.8934, -0.7666, -0.6215], [-0.3364, 0.7986, -0.0982], [-1.6075, 0.2940, -0.5216], [-1.7285, -1.1560, 0.0917], [2.3082, 1.0394, 0.0267], [2.1771, -0.2344, 1.1835], [3.4677, -0.4973, -0.0821], [-0.5911, 0.8315, 0.9835], [0.0713, 1.7203, -0.7554], [-2.2534, 0.9224, 0.2443], [-2.0513, 0.2732, -1.5658], [-2.0696, -1.4101, 1.0251], [-0.7536, -1.7154, 0.0082]], "lowdin_charge": [-0.431, 0.722, -0.379, -0.385, -0.120, 0.036, 0.032, 0.022, 0.092, 0.132, 0.133, 0.119, 0.044, -0.016], "lumo_ev": 0.912, "smiles": "CSCCN", "homo_lumo_gap_ev": 9.17}



Which structure wins on stability? *one* wins.



*one*
{"formula": "C5H11O2", "method": "wB97M-V/def2-TZVPD", "symbols": ["C", "C", "H", "H", "H", "H", "H", "H", "C", "C", "C", "O", "O", "H", "H", "H", "H", "H"], "positions_angstrom": [[0.6761, -0.1227, 2.9302], [-0.6769, -0.4217, 2.2611], [0.4176, 0.0585, 3.9813], [1.3682, -0.9523, 2.8098], [1.1315, 0.8133, 2.6243], [-1.2650, -0.9917, 2.9891], [-0.6356, -1.1367, 1.4363], [-1.1442, 0.4571, 1.8308], [0.4080, 0.7650, -1.8802], [0.6863, -0.5759, -2.5290], [-1.1572, 0.8361, -1.6890], [-1.8293, 1.4498, -2.5476], [-1.5755, 0.1187, -0.7515], [0.8356, 0.9128, -0.8870], [0.6617, 1.6365, -2.4953], [1.6367, -0.7218, -3.0512], [-0.0919, -0.7715, -3.2605], [0.5540, -1.3536, -1.7715]], "lowdin_charge": [-0.177, -0.177, 0.048, 0.052, 0.048, 0.053, 0.051, 0.055, -0.205, -0.137, -0.764, -0.099, -0.096, 0.082, 0.085, 0.050, 0.067, 0.064], "lumo_ev": 3.798, "homo_lumo_gap_ev": 7.65, "total_charge": -1}



*two*
{"formula": "C5H11O2", "method": "wB97M-V/def2-TZVPD", "symbols": ["C", "O", "C", "C", "C", "C", "H", "H", "H", "H", "H", "H", "H", "H", "H", "H", "H", "O"], "positions_angstrom": [[-0.2991, 0.9461, 0.5216], [-0.4021, 1.9328, -0.4768], [0.3239, -0.3506, -0.1328], [0.0300, -1.7283, 0.5332], [1.1461, -2.7317, 0.5430], [2.4667, -2.5886, 0.4102], [-1.2324, 0.7756, 1.0487], [0.4829, 1.0482, 1.3361], [-0.0321, -0.5354, -1.1266], [1.4277, -0.1112, -0.0253], [-0.8121, -2.3493, 0.1892], [-0.2613, -1.5373, 1.4997], [0.8905, -3.7189, 0.9502], [2.7577, -1.7748, -0.1843], [3.1918, -3.3477, 0.6067], [-2.1968, 4.3189, -1.1872], [-1.8426, 2.8383, -1.0146], [-2.6452, 3.4563, -1.1913]], "lowdin_charge": [-0.451, -0.380, -0.195, -0.229, -0.198, -0.022, 0.071, 0.082, 0.085, 0.103, 0.105, 0.069, 0.081, 0.020, 0.030, 0.000, 0.003, -0.174], "lumo_ev": 3.675, "homo_lumo_gap_ev": 6.66, "total_charge": -1}



Which structure wins on stability? *one* wins.